23
Properties=species:S:1:pos:R:3:forces:R:3:nbo_charge:R:1 method="wB97M-V/def2-TZVPD" e_homo_ev=-7.77 lumo_ev=-0.2 homo_lumo_gap_ev=7.579 smiles="COC=C(C)C.C=C=C=N" relative_energy_kj_mol=537.3 multiplicity=1 total_energy_ha=-442.424591 mol_weight_da=139.20
O 1.02480 0.98228 -0.85225 0.122 0.699 1.443 -0.531
N 1.59326 -2.23434 1.23715 -0.019 0.256 -0.311 -0.601
C -1.97870 -1.06653 -0.23064 -1.689 0.404 -0.528 -0.649
C 0.65834 -0.13085 2.22589 1.078 -0.250 0.161 -0.207
C 1.61122 2.02626 -0.03571 -2.811 1.153 -2.257 -0.239
C -0.75674 -0.50599 -0.92087 0.635 -1.224 1.424 -0.091
C 0.09058 -1.44455 -1.81125 -5.710 1.118 -1.187 -0.616
C 1.18186 -1.13850 1.62809 -0.559 -0.646 0.277 0.364
C -0.16434 0.56550 -0.36682 -1.130 -1.152 -2.338 0.140
C 0.31693 0.92393 2.91158 -0.636 0.686 1.814 -0.328
H 0.28617 0.99348 4.04427 0.296 -0.603 -1.317 0.208
H -2.01196 -0.72765 0.82116 -0.026 -0.627 -0.355 0.216
H 2.22723 1.64455 0.69069 1.377 -1.008 1.853 0.179
H -0.70026 1.24319 0.26636 -0.099 0.202 0.576 0.166
H -2.97150 -0.78002 -0.65771 0.689 0.615 0.004 0.211
H 2.18372 2.46123 -0.84078 0.376 1.288 0.529 0.203
H 1.61409 -2.44485 0.22574 0.051 0.587 0.689 0.381
H 0.43644 -2.25846 -1.30516 0.900 -2.252 1.494 0.184
H -0.06498 1.86330 2.51525 0.077 -0.188 -0.539 0.191
H 0.83295 -0.81210 -2.09870 2.334 1.048 -1.827 0.227
H -2.14751 -2.14430 -0.37086 0.959 0.000 0.610 0.219
H -0.65725 -1.86370 -2.62245 1.918 0.947 1.054 0.206
H 0.76790 2.69366 0.45949 1.866 -1.054 -1.270 0.167

=====

23
Properties=species:S:1:pos:R:3:forces:R:3:nbo_charge:R:1 method="wB97M-V/def2-TZVPD" e_homo_ev=-9.56 lumo_ev=0.7 homo_lumo_gap_ev=10.307 smiles="C[C@H]1C[C@]12C[C@@H](C(N)=O)C2" relative_energy_kj_mol=150.6 multiplicity=1 total_energy_ha=-442.571873 mol_weight_da=139.20
O -3.06108 -1.88508 0.23621 1.009 1.326 0.168 -0.610
N -3.36079 -0.30897 -1.26163 -1.423 -0.239 -0.797 -0.852
C -0.24123 -1.22648 0.74750 -0.030 -0.007 0.152 -0.393
C 1.52129 0.64292 1.65596 0.021 0.089 0.179 -0.431
C 2.63458 1.00212 -0.69398 0.060 0.124 -0.109 -0.609
C -1.10254 -0.67455 -0.41478 0.178 0.391 0.820 -0.299
C -2.59244 -0.87261 -0.31291 -0.072 -3.949 -0.255 0.657
C 2.06483 0.08530 0.35958 0.089 -0.202 0.038 -0.228
C -0.48904 0.73053 -0.19308 0.107 0.328 -0.092 -0.413
C 0.59340 0.04903 0.64453 0.152 0.028 0.053 0.006
H -0.17248 1.28166 -1.08822 -0.048 -0.112 0.217 0.210
H -0.81706 -1.28546 1.68272 0.128 -0.015 -0.283 0.219
H 3.71966 1.12639 -0.56291 -0.298 -0.011 -0.036 0.216
H 1.69563 0.08637 2.57905 -0.056 0.169 -0.271 0.218
H 2.17547 1.99999 -0.64143 0.102 -0.247 -0.016 0.205
H -0.77408 -1.09851 -1.37558 -0.335 0.151 0.234 0.235
H 2.56785 -0.88324 0.44282 -0.151 0.264 -0.023 0.210
H 2.45884 0.60310 -1.70454 0.070 0.109 0.230 0.207
H 0.27422 -2.18102 0.58042 -0.159 0.242 0.027 0.211
H -4.13818 -0.99875 -1.51232 0.961 2.372 0.570 0.425
H -1.13293 1.37981 0.41883 0.119 -0.150 -0.143 0.203
H 1.51290 1.72987 1.77109 0.032 -0.308 -0.042 0.211
H -3.33682 0.69758 -1.35734 -0.455 -0.353 -0.622 0.401

=====

24
Properties=species:S:1:pos:R:3:forces:R:3:nbo_charge:R:1 method="wB97M-V/def2-TZVPD" e_homo_ev="-7.49 / -7.65" lumo_ev="0.6 / 0.6" homo_lumo_gap_ev="8.117 / 8.265" relative_energy_kj_mol=459.0 multiplicity=1 total_energy_ha=-517.708079 mol_weight_da=155.20
O -2.44516 1.62906 0.99351 0.347 1.879 -0.361 -0.674
O 2.16326 1.22965 1.91031 -0.391 0.281 0.271 -0.608
N -0.09967 1.36162 1.84208 -3.224 0.406 1.600 -0.686
C 2.44517 0.39586 -0.74843 0.419 -3.556 -0.512 -0.641
C 1.15249 0.35720 -0.02224 -1.764 1.153 -1.734 -0.257
C -1.95867 -0.36532 2.09030 0.568 -1.594 -0.877 -0.699
C 0.04342 0.03317 -0.66647 -1.962 1.024 2.424 0.164
C 1.11439 1.02578 1.32629 0.963 -0.876 -0.594 0.672
C -0.56438 -0.57903 -1.86330 1.829 1.291 -1.077 -0.515
C -1.42534 0.85838 1.36877 2.841 -2.652 -0.298 0.507
C 0.29625 -1.81722 -2.25559 1.716 2.842 2.232 -0.587
H 0.61446 -1.58747 -3.21395 1.064 -0.129 -1.948 0.209
H 1.20936 -1.83567 -1.54525 -1.596 -0.496 -1.336 0.211
H -0.68934 0.17404 -2.73921 0.775 -0.914 1.316 0.220
H 2.73801 -0.70976 -0.81512 0.424 1.323 0.473 0.207
H -1.16146 -1.15585 2.13520 -0.682 0.610 -0.517 0.229
H -0.07554 1.56642 2.88257 0.193 -0.220 -1.780 0.406
H -2.89326 -0.80823 1.60713 1.330 0.778 0.551 0.233
H 2.46054 0.60922 -1.81098 -0.544 0.826 -0.021 0.217
H 3.13920 0.93400 -0.17975 1.314 0.702 0.509 0.247
H -2.10072 2.41881 0.53492 -0.217 -0.332 0.198 0.493
H -2.14206 -0.24228 3.14592 -0.472 0.709 0.526 0.213
H -0.25217 -2.67915 -2.26001 -1.215 -2.349 0.216 0.210
H -1.56877 -0.81326 -1.71669 -1.716 -0.706 0.738 0.229

=====

26
Properties=species:S:1:pos:R:3:forces:R:3:nbo_charge:R:1 method="wB97M-V/def2-TZVPD" e_homo_ev=-8.10 lumo_ev=0.2 homo_lumo_gap_ev=8.312 relative_energy_kj_mol=543.4 multiplicity=1 total_energy_ha=-991.115953 mol_weight_da=203.26
S 1.54309 -1.57335 -0.10796 1.590 -2.799 -1.838 2.318
O 1.30088 -1.62120 1.49948 0.391 0.335 -0.927 -0.882
O 2.78018 -0.97121 -0.48614 0.070 0.290 1.120 -0.919
O 1.47870 -2.95834 -0.58484 -1.020 1.872 1.147 -0.918
N -1.02105 -1.06105 -0.37044 -1.746 2.085 0.056 -0.453
C 0.18147 -0.56286 -0.75094 0.844 -0.996 0.924 -0.043
C 2.54000 1.55690 -0.68975 -2.721 0.207 -0.503 -0.189
C 0.39399 0.60496 -1.35843 -1.306 0.408 -0.746 -0.310
C 1.10627 1.34288 1.44454 2.173 1.681 3.274 -0.435
C 2.21276 1.62753 0.77159 1.273 1.179 -0.213 -0.205
C 1.66606 1.24316 -1.69902 0.418 0.014 1.643 -0.184
C -1.29746 -2.33756 0.11097 -3.406 -3.335 0.736 -0.430
C -2.14310 -0.09678 -0.44382 -2.426 -2.521 -1.529 -0.421
H -1.90654 0.77294 0.05216 1.169 2.486 0.317 0.204
H 1.14586 1.66134 2.52762 -0.272 -0.391 -1.175 0.199
H 3.00456 2.19865 1.40078 -1.229 -1.146 -1.322 0.212
H -1.60029 -2.41290 1.20967 -0.612 0.833 -1.299 0.197
H -0.56257 1.08502 -1.71227 1.265 -0.369 0.158 0.232
H -0.52752 -3.03924 0.22664 1.700 -0.352 -0.818 0.258
H -2.07506 -2.96562 -0.58515 1.455 1.707 1.694 0.190
H 0.26406 0.83685 1.18698 -2.091 -1.149 -1.033 0.192
H -3.05140 -0.34879 0.20386 1.246 -0.797 -1.075 0.225
H 1.83637 -0.91818 1.93081 -0.318 -0.164 -0.417 0.527
H -2.54558 0.04694 -1.54930 0.923 -0.046 2.233 0.203
H 1.72238 1.32725 -2.79238 1.003 0.442 0.588 0.227
H 3.47091 1.99530 -0.82461 1.625 0.528 -0.996 0.207

=====

23
Properties=species:S:1:pos:R:3:forces:R:3:nbo_charge:R:1 method="wB97M-V/def2-TZVPD" e_homo_ev=-7.48 lumo_ev=0.6 homo_lumo_gap_ev=8.122 smiles="CCN(CC)c1c(C)c1=S" relative_energy_kj_mol=61.9 multiplicity=1 total_energy_ha=-765.504271 mol_weight_da=155.27
S -3.70138 -0.68760 0.35177 -0.688 -0.388 0.130 -0.206
N 0.21493 -0.42740 0.10312 0.115 -0.035 0.017 -0.399
C 1.47750 0.25690 -0.10531 0.174 0.258 0.220 -0.199
C 0.21675 -1.84660 0.41233 -0.123 -0.432 -0.184 -0.205
C -0.92768 0.21013 -0.00002 -1.237 0.800 -0.115 0.224
C 0.21843 -2.69598 -0.85566 0.021 0.127 0.227 -0.617
C -2.36195 0.18003 0.07622 1.634 0.856 -0.298 -0.106
C 2.03696 0.81903 1.19980 -0.060 -0.095 -0.245 -0.615
C -1.64855 1.35006 -0.24468 0.147 -1.377 0.326 -0.022
C -1.64525 2.77650 -0.59425 -0.076 0.194 -0.038 -0.659
H -0.67553 -2.49000 -1.43907 -0.087 -0.001 -0.050 0.221
H 1.31742 1.06940 -0.81879 0.037 -0.124 -0.037 0.204
H -2.03023 2.91167 -1.60626 0.005 0.055 -0.007 0.241
H 2.18598 -0.45103 -0.54250 -0.070 0.058 -0.078 0.201
H 1.33330 1.52282 1.63810 -0.047 0.073 0.053 0.212
H 2.97560 1.33337 1.01204 0.121 0.069 0.035 0.215
H 0.22649 -3.75041 -0.59504 0.013 -0.149 -0.021 0.218
H 1.09188 -2.48264 -1.46838 0.087 -0.008 -0.076 0.200
H -0.67924 -2.06876 0.99562 0.110 0.044 0.038 0.229
H -2.29926 3.32545 0.08305 0.005 0.056 -0.017 0.241
H 2.21671 0.02153 1.91685 0.025 -0.056 0.085 0.209
H -0.63940 3.19149 -0.54089 -0.030 0.039 -0.015 0.222
H 1.09651 -2.06798 1.02196 -0.076 0.038 0.050 0.193

=====

27
Properties=species:S:1:pos:R:3:forces:R:3:mulliken_spin:R:1 method="wB97M-V/def2-TZVPD" e_homo_ev="-6.52 / -6.35" lumo_ev="0.1 / -1.2" homo_lumo_gap_ev="6.653 / 5.110" relative_energy_kj_mol=331.1 multiplicity=2 total_energy_ha=-1847.178354 mol_weight_da=362.23
Yb -1.00208 -0.22353 0.22259 0.354 -2.548 1.674 0.030
O 4.02151 -0.26272 0.26403 -1.242 0.231 1.117 0.473
O -0.51484 1.14662 -1.64486 -1.206 -0.035 -0.340 -0.035
O 0.79681 -1.55953 1.13347 -0.397 -0.273 0.395 -0.005
O -2.41153 -0.71125 -1.09360 -1.857 -0.407 -2.286 0.002
O -0.13423 1.42219 0.93403 4.685 2.936 1.178 0.099
C -2.18978 -0.33156 -2.40985 -0.447 -0.095 -0.387 -0.006
C 2.74478 -0.24016 0.37481 1.063 1.189 -2.864 0.056
C 0.65452 2.12923 0.07923 -5.387 1.341 -2.508 0.376
C -0.12388 2.36798 -1.10711 2.809 -0.037 0.701 -0.377
C -1.66290 1.09829 -2.50728 -0.298 0.107 -0.125 -0.011
C 2.07931 -1.60721 0.49980 -0.140 -0.302 0.988 -0.049
C -0.43663 -2.73602 2.77365 0.002 -0.040 -0.098 0.000
C 0.38863 -2.73773 1.73618 0.095 0.039 -0.028 0.002
H -0.75591 -3.68760 3.19517 0.026 0.319 -0.138 0.000
H -0.79460 -1.80894 3.22446 0.151 -0.256 -0.088 0.000
H 1.65283 2.45425 -0.28572 0.540 0.057 2.032 0.001
H 2.13867 1.29983 0.65579 0.839 -2.379 0.688 0.339
H -3.10741 -0.38007 -3.02806 0.180 -0.043 0.053 0.002
H 2.72403 -2.28742 1.07025 0.019 0.215 -0.229 -0.003
H 0.78513 -3.64349 1.27246 -0.102 0.185 0.145 0.001
H 1.90946 -1.98462 -0.52075 0.378 0.010 0.208 0.000
H 2.30023 0.20377 -0.55239 -0.134 0.357 0.015 0.096
H -1.44764 -1.00121 -2.89721 -0.165 0.185 0.006 0.001
H -2.40025 1.83470 -2.15320 0.085 -0.260 -0.008 0.013
H -1.36042 1.36761 -3.53003 -0.038 -0.092 0.152 0.001
H 0.05690 3.18693 -1.80542 0.189 -0.403 -0.251 -0.005

=====

23
Properties=species:S:1:pos:R:3:forces:R:3:nbo_charge:R:1 method="wB97M-V/def2-TZVPD" e_homo_ev=-9.15 lumo_ev=0.4 homo_lumo_gap_ev=9.572 smiles="O=CC[C@H]1CCCCC=P1" relative_energy_kj_mol=0.0 multiplicity=1 total_energy_ha=-729.171705 mol_weight_da=156.17
P -0.54101 -1.98556 -0.38620 0.062 0.293 0.020 0.662
O -4.02508 0.21061 -0.23785 0.251 -0.078 -0.169 -0.517
C -0.11808 0.80084 -1.20279 0.005 0.003 0.115 -0.393
C 1.95839 -0.96415 0.71593 0.292 0.066 -0.175 -0.465
C -1.11588 -0.18635 -0.58892 0.115 -0.351 -0.160 -0.527
C -1.78014 0.33355 0.69767 0.218 -0.184 -0.469 -0.531
C 0.98500 -2.01130 0.28801 -0.685 -0.010 -0.196 -0.598
C 2.20073 0.13438 -0.32071 -0.023 0.119 0.265 -0.386
C 1.10077 1.19147 -0.36824 0.031 -0.071 -0.337 -0.403
C -3.28807 0.25336 0.70763 0.014 0.030 0.711 0.457
H 0.22866 0.39240 -2.15625 -0.016 0.085 -0.038 0.207
H 3.14485 0.62460 -0.07144 0.007 0.000 -0.028 0.208
H 0.79921 1.44701 0.65029 0.006 0.102 0.065 0.191
H 2.31538 -0.31712 -1.30921 0.087 0.004 0.000 0.203
H 1.33269 -3.03079 0.43051 -0.072 -0.092 0.011 0.225
H 1.52097 2.09742 -0.81569 -0.053 0.002 0.090 0.211
H -1.92483 -0.27659 -1.32965 0.131 -0.093 0.156 0.250
H 2.91130 -1.45440 0.93483 -0.069 0.063 0.081 0.214
H -1.39006 -0.15971 1.59189 -0.118 0.098 0.064 0.227
H -3.69302 0.28142 1.74194 -0.197 0.024 -0.098 0.099
H -0.67733 1.71487 -1.42947 -0.028 -0.024 -0.073 0.206
H 1.61667 -0.49861 1.64644 0.049 -0.018 0.056 0.217
H -1.56112 1.40264 0.81126 -0.008 0.033 0.108 0.242

=====

23
Properties=species:S:1:pos:R:3:forces:R:3:nbo_charge:R:1 method="wB97M-V/def2-TZVPD" e_homo_ev=-8.52 lumo_ev=-0.5 homo_lumo_gap_ev=8.021 smiles="Cc1c[pH]cc1C.CC=S" relative_energy_kj_mol=170.9 multiplicity=1 total_energy_ha=-1052.051004 mol_weight_da=172.23
S -3.56158 -1.22037 1.40375 2.539 -0.441 0.075 0.027
P -1.53907 1.56573 -1.78499 1.572 -0.882 -1.233 0.579
C 0.11493 2.09063 -1.32023 0.848 -0.299 0.481 -0.502
C 0.84461 -1.58047 -0.55431 3.146 2.049 -1.189 -0.643
C 0.17786 -0.22056 -0.83276 -0.899 -1.471 -0.796 -0.026
C -0.98936 -0.38557 2.18669 2.969 0.989 0.281 -0.723
C -1.12645 -0.10912 -1.25282 0.506 0.861 0.622 -0.502
C 2.43015 1.13564 -0.65078 1.739 -0.323 -0.288 -0.650
C 0.91508 1.02436 -0.92864 0.411 2.506 -0.450 -0.046
C -1.92165 -1.44829 1.65163 -1.497 -0.263 1.171 -0.234
H 0.16293 -2.29863 -0.33215 -2.249 -1.967 1.044 0.214
H 1.24228 -1.94716 -1.55387 0.074 0.522 1.178 0.229
H 3.12273 0.65430 -1.48107 -1.649 0.907 1.396 0.224
H 2.89526 2.16087 -0.43297 -1.308 -1.106 -0.721 0.232
H -2.24313 1.98364 -0.71256 -0.852 0.473 1.323 -0.008
H -1.47236 -2.51195 1.70193 -0.801 1.687 -0.452 0.203
H 0.14327 -0.65155 1.92840 -2.362 0.316 0.612 0.221
H -1.95144 -0.79414 -1.27948 0.330 -0.829 0.152 0.233
H -1.05536 0.70415 1.87142 -0.679 -1.522 -0.197 0.253
H 2.72055 0.58682 0.27004 -0.419 -0.006 -0.466 0.216
H 1.69979 -1.61117 0.23238 -1.470 0.321 -1.427 0.217
H -1.00819 -0.27424 3.32358 -0.236 -0.730 -1.300 0.256
H 0.39916 3.14709 -1.45318 0.287 -0.792 0.184 0.229

=====

22
Properties=species:S:1:pos:R:3:forces:R:3:nbo_charge:R:1 method="wB97M-V/def2-TZVPD" e_homo_ev=-8.82 lumo_ev=1.0 homo_lumo_gap_ev=9.850 relative_energy_kj_mol=144.5 multiplicity=1 total_energy_ha=-313.162383 mol_weight_da=110.20
C -0.37005 2.51918 0.13024 -0.115 0.842 0.869 -0.609
C -1.83404 -0.25297 -0.90356 -0.082 0.471 -0.023 -0.406
C 1.11441 -1.50046 0.42557 -0.529 0.610 0.180 -0.176
C 1.24931 -0.35934 -1.77436 0.141 0.197 -0.507 -0.643
C 0.54146 -0.70598 -0.47966 0.818 0.194 0.139 -0.036
C -0.67591 1.18631 0.77874 -0.391 -1.388 0.213 -0.444
C 0.44998 -1.95940 1.70303 0.699 -0.650 -0.333 -0.653
C -0.72656 0.04942 -0.24291 0.084 -0.514 0.292 0.012
H -1.86379 -1.11903 -1.54762 -0.145 0.077 -0.255 0.201
H 2.31599 -0.12045 -1.71430 -0.133 0.236 0.573 0.218
H 2.15038 -1.77238 0.26375 -0.051 -0.424 -0.132 0.195
H 0.09796 -1.16412 2.34817 -0.238 0.192 -0.014 0.212
H -1.03297 2.65177 -0.72435 0.341 -0.008 -0.229 0.212
H -0.03778 0.82179 1.59158 0.658 0.682 -0.340 0.214
H -2.68734 0.42381 -0.84683 -0.103 -0.468 0.105 0.194
H -0.56682 3.37868 0.78532 -0.204 -0.301 0.160 0.211
H 0.72406 0.47393 -2.23798 0.211 0.095 -0.131 0.217
H 1.18329 -2.53066 2.26730 0.022 -0.014 0.246 0.213
H -0.35462 -2.66661 1.48418 -0.153 0.273 0.057 0.222
H -1.62801 1.14588 1.30915 -0.414 0.577 -0.381 0.211
H 1.27005 -1.15994 -2.51332 -0.515 -0.316 0.070 0.220
H 0.68100 2.66056 -0.10218 0.098 -0.365 -0.558 0.213

=====

22
Properties=species:S:1:pos:R:3:forces:R:3:nbo_charge:R:1 method="wB97M-V/def2-TZVPD" e_homo_ev=-8.24 lumo_ev=1.2 homo_lumo_gap_ev=9.426 smiles="C/C=C/C=C/CCC" relative_energy_kj_mol=177.8 multiplicity=1 total_energy_ha=-313.149689 mol_weight_da=110.20
C -2.94668 0.24776 0.97145 -0.165 0.388 -0.264 -0.164
C 2.96998 -0.17440 -1.80680 -0.292 2.883 1.224 -0.643
C 1.91480 -0.53276 0.60256 0.111 -0.058 -2.285 -0.431
C 0.56377 -0.14872 0.00478 0.471 0.041 2.214 -0.181
C -1.84320 0.29681 0.23589 1.228 -0.990 0.142 -0.226
C -4.36446 0.34141 0.51384 -0.253 1.326 0.727 -0.644
C -0.53008 -0.14513 0.76683 -0.864 -0.073 -0.834 -0.205
C 3.07671 0.02784 -0.25868 -0.185 -0.893 0.449 -0.377
H 0.51902 0.24138 -0.98821 0.058 0.244 -0.551 0.191
H 2.26174 -0.86356 -2.24830 0.688 -0.963 0.165 0.222
H 3.97142 -0.42236 0.19802 0.034 0.071 -0.563 0.195
H 2.51053 0.79499 -2.10028 0.114 -0.422 -0.230 0.201
H -1.74826 0.45260 -0.83799 -0.829 0.226 0.025 0.196
H 2.05203 -0.22052 1.62326 -0.259 0.146 0.420 0.214
H 3.99080 -0.02740 -2.15182 -0.103 -0.988 -0.748 0.224
H -4.87479 -0.54868 0.88164 -0.305 0.027 -0.383 0.220
H -0.55487 -0.69785 1.70206 0.255 0.508 0.332 0.195
H 3.18732 1.10078 -0.12683 -0.066 0.147 0.278 0.193
H 2.03883 -1.61738 0.55237 -0.135 -0.133 0.189 0.204
H -4.86979 1.22860 0.95995 0.249 -0.601 0.192 0.214
H -4.50095 0.54219 -0.53919 0.205 -0.603 -0.444 0.216
H -2.82384 0.12441 2.04545 0.044 -0.283 -0.055 0.189